No. 1
Below is C5H10NO5P in the gas phase at a distorted geometry, with properties calculated with ωB97M-V/def2-TZVPD.

Values from the calculation:
lowest unoccupied orbital energy	0.7	eV
HOMO energy	-9.405	eV
ΔE to the lowest compared entry with this formula, charge and spin	337.7	kJ/mol
HOMO-LUMO gap	10.084	eV
largest force on an atom	5.410	eV Å⁻¹
SMILES string	C/C=[N+](\[O-])OP1(=O)OCCCO1
charge	0

Last column: Mulliken charge in e.
CARTESIAN COORDINATES (ANGSTROEM)
C: 2.986 -1.039 0.201  -0.834
H: -5.056 0.499 -0.632  0.329
H: 1.015 -1.620 0.775  0.294
O: 1.129 2.563 0.047  -0.691
H: -2.875 0.087 -1.617  0.450
O: -0.532 0.574 -0.418  -0.258
H: 1.775 -1.652 -1.627  0.283
H: -4.225 1.743 0.411  0.308
O: -1.932 1.013 1.317  -0.615
C: 1.769 -0.910 1.109  -0.342
O: 1.846 0.430 -1.241  -0.301
C: -4.254 0.791 0.017  -1.034
C: -2.960 0.435 -0.617  -0.211
H: -4.400 0.140 0.844  0.319
O: 1.424 0.396 1.356  -0.312
H: 2.148 -1.307 2.141  0.301
P: 0.983 1.128 -0.065  0.825
H: 3.374 -2.041 0.360  0.407
H: 3.728 -0.387 0.481  0.348
H: 3.502 -0.704 -1.740  0.254
N: -1.934 0.698 0.121  0.695
C: 2.486 -0.839 -1.225  -0.215

Cartesian forces, eV/Å:
C -3.10 -2.44 -0.53
H -0.50 0.67 -0.58
H -0.69 0.40 -0.07
O -0.08 0.25 -0.38
H 0.50 -0.07 -0.51
O -0.21 -1.09 -1.58
H 1.37 1.22 0.55
H -0.28 2.30 0.48
O -0.39 -0.01 -1.01
C 3.04 -2.97 3.35
O -1.36 1.11 0.53
C 0.36 -2.78 -0.92
C 0.69 0.66 0.07
H 0.00 -0.61 1.17
O -1.51 1.83 -2.57
H -1.00 0.51 -1.57
P -0.67 -0.52 1.31
H 0.11 -0.30 -0.27
H 1.66 1.85 0.40
H -2.00 -0.36 -0.56
N 2.00 0.72 2.50
C 2.07 -0.39 0.20



No. 2
Below is a molecular structure, C18H39BCl4F8Li2NO5 at a distorted geometry, with properties calculated with ωB97M-V/def2-TZVPD.

Values from the calculation:
lowest unoccupied orbital energy	-2.7	eV
HOMO energy	-11.884	eV
HOMO-LUMO gap	9.228	eV
largest force on an atom	2.681	eV Å⁻¹
charge	+1

Last column: Mulliken charge in e.
CARTESIAN COORDINATES (ANGSTROEM)
H: -2.640 -0.129 -0.543  -0.210
H: 4.683 2.255 1.262  0.262
H: 4.149 -1.393 -4.432  0.274
H: -6.806 -1.287 0.246  0.425
H: 2.770 3.974 1.602  0.394
H: -0.620 -2.289 -0.130  -0.408
F: -7.525 -3.442 1.129  -0.320
H: 2.932 4.152 -1.780  -0.352
H: 0.104 -1.133 4.943  0.246
C: 3.152 3.301 2.370  -0.552
H: 0.291 3.542 2.464  0.264
H: 5.753 0.184 2.258  0.296
Li: 2.845 0.977 -1.749  0.792
C: 4.531 2.689 2.262  -0.542
C: 5.652 0.790 3.161  -0.791
Cl: -1.817 -2.789 1.823  -0.111
C: -4.715 -0.020 -0.011  0.737
C: 2.033 -1.912 -4.952  -0.308
F: -3.225 1.777 -0.203  -0.316
H: 0.090 0.419 -1.345  0.127
C: -0.143 1.677 3.290  -0.222
H: 1.347 -2.549 -4.395  0.068
H: -1.231 0.056 4.762  0.344
H: 0.294 -0.666 -5.391  0.124
H: -0.960 2.024 3.928  0.610
Cl: -1.280 -1.632 -2.769  -0.047
H: 1.093 0.971 -3.914  0.197
H: -1.046 -3.985 -0.004  0.373
H: 1.753 1.850 1.576  -0.308
H: 6.588 1.360 3.202  0.312
H: -0.720 -1.063 3.450  -0.029
H: 2.445 -2.492 -5.776  0.364
F: -6.379 -3.721 3.583  -0.278
B: 3.210 3.197 -2.332  0.489
H: 3.273 -2.198 -3.172  0.357
C: 0.797 2.851 3.134  -0.798
F: -5.503 -4.168 1.135  -0.277
O: 4.484 1.577 3.136  -0.322
O: 0.521 0.578 3.841  -0.432
N: 2.032 2.342 2.453  0.526
F: -6.684 -1.530 3.180  -0.251
O: 1.306 1.694 -0.345  -0.814
H: -3.171 -1.854 -4.016  0.314
H: 1.655 -0.340 -6.403  0.339
H: 3.210 3.893 3.286  0.278
Li: 1.184 3.499 -1.365  0.743
H: 0.295 -0.046 0.415  -0.080
C: 1.886 0.446 -4.448  -0.244
H: -0.468 1.463 2.263  0.050
F: -5.069 0.019 -1.309  -0.261
C: -6.229 -3.047 1.319  1.024
C: -6.046 -2.656 2.804  0.319
Cl: -2.963 -3.992 -3.056  -0.121
F: -2.766 0.366 1.397  -0.179
C: -0.383 -0.426 4.273  -0.392
C: -5.974 -1.991 0.278  -0.927
C: 0.757 0.393 -0.481  -0.430
H: 3.702 3.509 -3.332  -0.178
C: 1.382 -0.610 -5.381  -0.487
Cl: 0.954 -3.544 1.156  -0.165
O: 2.736 -0.207 -3.456  -0.286
H: 1.103 3.242 4.103  0.478
H: 2.305 1.527 3.028  0.594
H: -1.853 -2.793 -4.790  0.359
H: 5.679 0.202 4.073  0.272
C: 3.155 -1.488 -3.990  -0.672
H: 5.352 3.394 2.399  0.480
C: -2.375 -2.574 -3.866  -0.504
C: -0.661 -3.134 0.549  0.257
F: -5.629 0.759 0.627  -0.300
H: 1.545 -0.369 -0.632  0.376
C: -3.270 0.450 0.141  0.725
H: -5.908 -2.429 -0.718  0.356
H: 3.905 2.470 -1.791  -0.357
H: -4.969 -2.519 2.985  0.061
O: -4.760 -1.278 0.558  -0.303
H: 2.590 1.161 -4.881  0.328
H: 2.269 2.665 -2.678  -0.364

Cartesian forces, eV/Å:
H -0.01 0.08 0.09
H 0.02 0.33 -0.20
H -0.13 0.20 -0.38
H -0.13 -0.12 0.35
H 1.07 0.22 -0.34
H 0.24 0.11 0.20
F -0.09 0.24 0.01
H -0.50 1.76 1.53
H 0.27 0.46 0.24
C -0.49 1.29 0.14
H 0.23 0.49 0.31
H -0.30 -0.29 0.05
Li -0.45 0.33 -0.08
C -0.54 -1.83 -1.88
C 1.03 0.06 -0.09
Cl -0.16 0.05 0.20
C -0.74 -0.87 1.84
C 0.71 -0.37 0.55
F 0.04 -0.51 -0.04
H -0.33 -0.64 0.11
C 0.12 0.30 -0.55
H -0.13 0.04 -0.10
H -0.09 -0.23 0.12
H 0.03 -0.07 0.21
H -0.28 -0.20 -0.19
Cl 0.19 -0.19 -0.32
H 0.10 0.02 -0.01
H 0.13 -0.07 0.07
H 0.24 0.91 -1.02
H -0.28 0.49 0.00
H -0.16 0.46 -0.18
H -0.12 0.02 -0.06
F -0.66 0.55 -0.27
B 0.62 0.25 -1.29
H -0.15 0.14 0.18
C 0.36 -0.65 -0.19
F 0.68 0.15 -0.16
O 0.22 0.60 0.80
O 0.42 0.16 0.25
N -0.07 -1.86 1.51
F -0.43 -0.44 -0.32
O 0.24 -0.13 0.48
H -0.24 -0.35 -0.27
H 0.09 -0.13 0.03
H -0.67 -0.20 0.18
Li 0.47 -1.09 0.25
H -0.57 0.49 0.06
C 1.17 0.57 0.94
H -0.57 -0.29 0.20
F 0.32 -0.30 -0.15
C -1.43 -0.35 0.54
C 1.98 -0.43 0.20
Cl -0.11 -0.34 -0.05
F -0.59 -0.21 -0.28
C -0.19 -0.65 -0.11
C 0.19 0.69 -0.50
C 0.70 0.69 -0.03
H 0.70 0.44 -0.95
C -0.42 0.04 -1.20
Cl -0.17 0.22 -0.08
O -0.44 -0.56 0.49
H -0.05 0.35 -0.17
H 0.32 0.32 0.12
H 0.11 -0.18 0.12
H -0.44 -0.28 -0.14
C -0.17 0.15 0.23
H -0.16 0.13 0.57
C 0.05 1.13 0.52
C -0.09 -0.41 -0.49
F 0.54 0.28 -0.15
H 0.07 -0.07 -0.49
C 0.53 1.07 -0.34
H 0.02 -0.37 0.14
H 1.22 -1.10 1.31
H -0.21 0.25 -0.18
O 0.09 0.30 -0.81
H -0.62 0.21 -0.47
H -2.14 -1.23 -0.61



No. 3
Below is C4H10N4O in the gas phase at a distorted geometry, with properties calculated with ωB97M-V/def2-TZVPD.

Values from the calculation:
lowest unoccupied orbital energy	0.8	eV
HOMO energy	-7.940	eV
ΔE to the lowest compared entry with this formula, charge and spin	302.6	kJ/mol
HOMO-LUMO gap	8.717	eV
largest force on an atom	4.273	eV Å⁻¹
SMILES string	C=C(N)NC(=O)N(C)N
charge	0

Last column: Mulliken charge in e.
CARTESIAN COORDINATES (ANGSTROEM)
H: -0.767 -1.993 -1.692  0.259
C: -1.121 0.894 -1.303  -1.044
H: -1.611 0.692 -2.259  0.318
H: -0.503 1.791 -1.375  0.334
O: 1.634 -0.263 -2.205  -0.640
H: -1.854 1.085 -0.514  0.324
H: 0.968 2.144 1.712  0.279
H: -0.875 -1.266 1.738  0.292
H: 0.200 1.150 3.059  0.293
N: -0.316 -0.247 -0.916  0.542
H: 2.559 0.604 0.043  0.234
H: 0.504 -1.875 1.156  0.324
C: 0.571 0.106 1.283  0.468
N: 0.125 -1.104 1.705  -0.552
C: 0.510 1.215 2.023  -0.947
H: -1.901 -1.400 -0.660  0.223
N: 1.656 0.151 0.090  -0.157
N: -0.898 -1.534 -0.786  -0.783
C: 1.118 -0.150 -1.100  0.233

Cartesian forces, eV/Å:
H -0.44 -0.17 0.07
C 0.11 -0.72 -0.03
H -0.19 0.33 -0.13
H 0.05 -0.20 -0.09
O 0.07 0.18 1.33
H -0.21 0.05 -0.11
H -0.14 -0.08 -0.19
H 0.18 0.55 -0.03
H -0.45 0.00 -0.22
N 0.09 0.54 0.58
H 0.05 -0.13 0.92
H -0.10 0.33 0.26
C 3.58 2.25 -0.65
N 0.27 -1.99 -0.26
C 0.31 0.13 0.07
H 0.22 -0.03 -0.01
N -2.25 -0.62 1.33
N 0.22 -0.03 -1.35
C -1.36 -0.41 -1.49